1.
{"formula": "C10H16N2O4", "method": "ωB97M-V with the def2-TZVPD basis set", "elements": ["C", "C", "O", "C", "O", "C", "C", "C", "O", "N", "C", "C", "N", "C", "O", "C", "H", "H", "H", "H", "H", "H", "H", "H", "H", "H", "H", "H", "H", "H", "H", "H"], "coordinates": [[-2.119, 4.108, 0.434], [-0.997, 3.245, -0.125], [-1.354, 1.863, -0.141], [-2.079, 1.440, -1.182], [-2.477, 2.159, -2.059], [-2.377, -0.044, -1.106], [-1.422, -0.799, -0.187], [0.007, -0.623, -0.678], [0.270, -0.110, -1.748], [0.990, -1.064, 0.149], [2.373, -0.889, -0.232], [2.996, -2.264, -0.445], [2.789, -3.056, 0.747], [1.788, -2.904, 1.634], [1.662, -3.635, 2.594], [0.818, -1.742, 1.407], [-1.791, 5.142, 0.489], [-2.397, 3.769, 1.430], [-2.989, 4.048, -0.215], [-0.105, 3.300, 0.504], [-0.752, 3.556, -1.145], [-3.407, -0.158, -0.760], [-2.317, -0.430, -2.124], [-1.678, -1.861, -0.191], [-1.506, -0.416, 0.830], [2.903, -0.356, 0.565], [2.398, -0.302, -1.151], [2.527, -2.747, -1.312], [4.068, -2.174, -0.633], [3.392, -3.852, 0.902], [0.967, -1.046, 2.246], [-0.185, -2.157, 1.502]], "mulliken_charge": [-1.132, -0.340, -0.256, 0.498, -0.606, -0.774, -0.880, 0.931, -0.681, 0.080, -0.878, -0.523, -0.121, 0.164, -0.658, -0.298, 0.380, 0.290, 0.315, 0.339, 0.334, 0.354, 0.294, 0.593, 0.393, 0.363, 0.399, 0.250, 0.399, 0.232, 0.145, 0.397], "e_above_lowest_kcal_mol": 0.0, "charge": 0, "orbital_gap_ha": 0.3680, "e_homo_ev": -9.4185}


2.
{"formula": "C5H9N3O", "method": "ωB97M-V with the def2-TZVPD basis set", "elements": ["C", "C", "C", "C", "C", "H", "H", "H", "H", "H", "H", "H", "H", "H", "N", "N", "N", "O"], "coordinates": [[0.768, 1.175, 0.145], [-0.559, 0.309, 0.502], [-1.915, -0.362, 0.525], [0.591, -0.911, -1.375], [1.230, -0.256, -0.081], [1.643, 2.399, 1.531], [2.172, 0.790, 1.760], [0.686, 1.854, -0.693], [-0.584, 0.181, -0.593], [-2.817, 0.270, 0.304], [-2.131, -0.724, 1.548], [-2.615, -1.580, -1.062], [1.340, -1.130, -2.105], [2.271, -0.354, 0.015], [1.901, 1.641, 0.983], [-1.655, -1.191, -0.734], [-0.616, -1.411, -1.459], [0.288, -0.700, 0.788]], "mulliken_charge": [0.239, -0.206, -0.571, -0.593, -0.249, 0.240, 0.281, 0.386, 0.290, 0.277, 0.279, 0.259, 0.410, 0.676, -0.739, -0.050, -0.524, -0.406], "e_above_lowest_kcal_mol": 211.9, "charge": 0, "orbital_gap_ha": 0.3330, "e_homo_ev": -8.1768}


3.
{"formula": "C3H10S3", "method": "ωB97M-V with the def2-TZVPD basis set", "elements": ["C", "S", "C", "H", "H", "H", "H", "H", "H", "C", "S", "S", "H", "H", "H", "H"], "coordinates": [[-1.350, -0.773, -1.728], [-2.679, -0.314, -0.608], [-1.975, -1.142, 0.940], [-1.824, -1.219, -2.603], [-0.676, -1.499, -1.258], [-0.748, 0.061, -2.072], [-0.911, -0.964, 1.071], [-2.611, -0.988, 1.819], [-2.001, -2.229, 0.710], [1.590, 1.488, -1.126], [1.128, 1.164, 0.635], [2.341, -0.549, 1.139], [2.347, 2.262, -1.180], [0.663, 2.041, -1.347], [1.728, 0.588, -1.721], [2.128, -1.112, -0.066]], "mulliken_charge": [-0.655, -0.081, -0.667, 0.367, 0.191, 0.154, 0.121, 0.293, 0.312, -0.769, -0.048, -0.206, 0.330, 0.203, 0.312, 0.143], "e_above_lowest_kcal_mol": 17.9, "charge": 0, "orbital_gap_ha": 0.3185, "e_homo_ev": -8.3987}


4.
{"formula": "C3H2FLiO2Zn", "method": "ωB97M-V with the def2-TZVPD basis set", "elements": ["O", "C", "O", "Li", "Zn", "C", "C", "H", "H", "F"], "coordinates": [[0.257, -0.907, -0.004], [1.085, 0.053, 0.344], [2.159, 0.073, -0.284], [2.033, -2.160, 0.015], [-0.931, -1.457, 1.842], [-0.788, 0.756, -0.888], [-0.528, 1.151, 0.421], [-1.840, 0.698, -1.182], [-0.171, 1.281, -1.625], [-1.276, 0.511, 1.360]], "mulliken_charge": [-0.579, 0.512, -0.428, 0.929, 1.159, -0.323, 0.245, 0.318, 0.322, -0.154], "e_above_lowest_kcal_mol": 114.6, "charge": 2, "orbital_gap_ha": [0.2000, 0.1690], "e_homo_ev": [-18.5704, -17.8833]}


5.
{"formula": "C26H26GeN3O2SSbSe4Y", "method": "ωB97M-V with the def2-TZVPD basis set", "elements": ["Y", "C", "C", "C", "C", "C", "C", "C", "C", "C", "S", "C", "N", "H", "H", "H", "H", "H", "H", "H", "H", "Se", "Sb", "Se", "Se", "Se", "C", "C", "N", "O", "C", "C", "N", "O", "H", "H", "H", "H", "H", "H", "H", "Ge", "C", "C", "C", "C", "C", "C", "C", "C", "C", "C", "C", "C", "H", "H", "H", "H", "H", "H", "H", "H", "H", "H", "H"], "coordinates": [[0.988, -0.040, -1.104], [2.848, 3.123, -0.851], [3.414, 2.140, 0.128], [4.688, 2.410, 0.684], [5.233, 1.537, 1.566], [4.499, 0.403, 1.978], [5.013, -0.496, 2.938], [4.247, -1.549, 3.344], [2.954, -1.724, 2.826], [2.412, -0.877, 1.884], [0.754, -1.132, 1.364], [3.219, 0.211, 1.417], [2.727, 1.059, 0.448], [3.375, 4.073, -0.780], [1.791, 3.306, -0.662], [2.935, 2.762, -1.876], [5.217, 3.302, 0.381], [6.220, 1.707, 1.981], [6.005, -0.331, 3.338], [4.627, -2.248, 4.079], [2.343, -2.547, 3.173], [-2.549, 0.966, -3.800], [-0.686, 2.329, -3.112], [-0.781, 2.203, -0.396], [1.437, 1.142, -3.599], [-0.510, 4.699, -3.330], [0.120, -4.115, -3.394], [0.668, -2.937, -2.653], [-0.059, -1.917, -2.339], [-1.400, -2.034, -2.719], [2.076, -2.924, -2.261], [3.034, -4.042, -2.510], [2.440, -1.829, -1.647], [3.636, -1.625, -1.240], [-0.713, -3.815, -4.022], [-0.245, -4.857, -2.679], [0.900, -4.580, -3.992], [-1.664, -1.132, -3.010], [2.592, -5.011, -2.271], [3.904, -3.877, -1.878], [3.375, -4.073, -3.549], [-2.344, 0.595, 0.213], [-4.078, 0.986, -0.551], [-4.455, 2.294, -0.839], [-5.694, 2.558, -1.404], [-6.563, 1.515, -1.689], [-6.195, 0.208, -1.405], [-4.957, -0.055, -0.837], [-2.352, 0.677, 2.159], [-2.442, 1.907, 2.806], [-2.464, 1.978, 4.192], [-2.401, 0.815, 4.946], [-2.316, -0.417, 4.312], [-2.291, -0.484, 2.926], [-1.885, -0.817, -0.224], [-3.761, 3.109, -0.661], [-5.969, 3.577, -1.644], [-7.523, 1.720, -2.146], [-6.867, -0.608, -1.642], [-4.662, -1.081, -0.644], [-2.481, 2.823, 2.225], [-2.524, 2.942, 4.683], [-2.411, 0.869, 6.027], [-2.254, -1.325, 4.898], [-2.193, -1.448, 2.441]], "mulliken_charge": [0.361, -1.092, 0.989, -0.840, -0.840, 1.087, -0.901, -0.636, -0.781, 0.454, -0.383, 0.107, 0.192, 0.414, 0.012, 0.152, 0.395, 0.388, 0.339, 0.357, 0.474, -0.609, 0.963, -0.374, -0.644, -0.648, -1.702, 0.517, 0.717, -0.628, 0.316, -1.667, 0.517, -0.829, 0.437, 0.277, 0.398, 0.210, 0.379, 0.394, 0.288, -0.172, 0.435, -0.140, -0.685, -0.380, -0.629, -0.260, 0.504, -0.023, -0.681, -0.378, -0.588, -0.122, -0.010, 0.351, 0.373, 0.365, 0.368, 0.340, 0.348, 0.376, 0.367, 0.369, 0.312], "charge": -1, "orbital_gap_ha": 0.2624, "e_homo_ev": -5.0896}


6.
{"formula": "C6H7N", "method": "ωB97M-V with the def2-TZVPD basis set", "elements": ["N", "C", "C", "C", "C", "C", "C", "H", "H", "H", "H", "H", "H", "H"], "coordinates": [[2.218, -0.023, 0.546], [0.837, 0.101, 0.265], [0.479, 0.588, -1.006], [-0.842, 0.449, -1.436], [-1.802, -0.032, -0.545], [-1.404, -0.629, 0.617], [-0.109, -0.439, 1.121], [2.801, 0.780, 0.723], [2.503, -0.806, 1.111], [1.056, 1.400, -1.435], [-1.013, 0.540, -2.499], [-2.855, 0.023, -0.768], [-2.062, -1.282, 1.174], [0.193, -0.670, 2.132]], "mulliken_charge": [-0.498, 0.386, -0.264, -0.402, -0.484, -0.403, -0.483, 0.202, 0.212, 0.268, 0.363, 0.369, 0.356, 0.377], "e_above_lowest_kcal_mol": 24.4, "charge": 0, "orbital_gap_ha": 0.3455, "e_homo_ev": -8.2461}


no.,maximum force (eV/A),molar mass (g/mol),E_tot (hartree)
1,0.55,228.25,-801.17668
2,6.79,127.15,-435.12010
3,2.12,142.31,-1314.81954
4,6.23,161.38,-2151.78307
5,1.04,1043.70,-13680.77448
6,1.71,93.13,-287.54830